[1]
{
  "formula": "C38H52IrN2O2P2",
  "method": "ωB97M-V with the def2-TZVPD basis set",
  "symbols": ["H", "H", "H", "C", "C", "H", "C", "H", "H", "O", "H", "C", "H", "H", "O", "H", "C", "C", "H", "H", "H", "H", "C", "C", "H", "C", "C", "H", "H", "P", "H", "H", "H", "C", "H", "H", "P", "C", "C", "H", "H", "H", "C", "H", "H", "C", "C", "H", "C", "H", "H", "C", "C", "C", "C", "H", "H", "H", "H", "C", "C", "C", "H", "C", "C", "H", "C", "H", "H", "C", "C", "C", "H", "H", "C", "N", "H", "C", "H", "C", "H", "H", "C", "H", "H", "H", "H", "Ir", "H", "C", "H", "C", "C", "C", "H", "H", "N"],
  "xyz": [[-2.777, -2.368, 2.147], [1.183, 1.402, -4.170], [4.108, -2.029, -2.316], [-2.785, 3.979, 3.260], [-1.725, -2.113, 2.336], [0.223, -5.025, -0.711], [-3.596, 5.258, 5.155], [2.577, -2.631, -3.833], [2.122, -0.916, 2.049], [-1.123, 0.962, 3.515], [3.151, -1.949, 0.198], [-1.300, -2.721, -0.205], [2.848, -3.257, -0.976], [1.851, -3.324, -5.850], [-0.188, 2.989, -0.501], [4.201, 4.145, 3.329], [-3.033, -0.183, 0.369], [1.174, 0.469, -4.746], [-3.123, -3.720, 0.434], [-0.234, 4.717, 5.399], [1.299, -1.727, -6.271], [-3.681, -0.751, 1.046], [3.325, 3.678, 3.781], [-0.361, 2.799, 0.698], [1.271, 1.841, -1.938], [-0.879, -2.375, -4.171], [2.222, 1.373, -1.655], [-3.662, -1.092, -2.654], [-1.054, 0.522, -2.016], [-2.212, -1.236, -0.792], [4.468, -0.751, -1.103], [-0.213, -4.111, -5.214], [2.344, 1.804, 6.461], [-0.265, 0.034, -5.062], [-1.337, -2.846, 3.067], [-2.279, 0.379, 0.940], [2.314, -0.353, -2.125], [2.020, -0.554, -3.991], [2.082, 3.827, 3.147], [-3.634, 0.530, -0.210], [-0.057, 4.741, 1.407], [-3.117, -2.786, -2.451], [0.297, -4.315, -1.540], [4.397, 2.835, 5.457], [-0.445, -4.591, -2.298], [-0.407, 3.274, 3.007], [4.045, -0.951, -2.097], [3.072, 1.930, -2.075], [-0.784, 1.806, 2.661], [-2.094, 5.789, 6.627], [-1.778, -2.879, -3.809], [-0.753, -0.377, -1.460], [-2.304, 5.288, 5.681], [1.052, 2.507, 4.897], [-1.497, 3.980, 3.803], [3.067, -0.368, -4.263], [-2.424, -4.387, -1.068], [-0.810, -2.846, -6.284], [-1.828, -0.536, -3.676], [2.519, -2.822, -0.026], [-0.889, -2.161, 1.114], [-3.444, -1.880, -1.925], [2.267, 1.413, -0.556], [-3.835, 4.606, 3.940], [-0.222, -3.023, -5.372], [-4.414, 5.746, 5.688], [-2.187, -3.951, -0.090], [-0.863, 0.956, -5.029], [2.728, -3.564, 0.768], [1.092, -2.450, -0.017], [1.208, -2.509, -5.511], [-1.246, 4.668, 5.000], [0.157, 2.042, 5.312], [-4.362, -2.117, -1.361], [-0.895, -0.925, -4.085], [-0.314, 3.799, 1.682], [0.555, -0.679, 2.858], [2.289, 2.367, 5.531], [1.690, 0.702, -5.687], [1.721, -2.028, -4.160], [1.285, -4.419, -1.997], [2.007, 4.402, 2.220], [0.063, -2.919, -1.022], [-1.685, -1.120, 2.826], [1.414, -2.222, 3.038], [4.583, -0.380, -2.871], [-2.974, 3.488, 2.304], [0.400, -1.704, -2.736], [-1.654, -4.708, 0.502], [0.482, -1.928, 1.129], [-0.327, -0.352, -6.086], [1.186, -1.409, 2.333], [0.950, 3.225, 3.703], [3.429, 2.947, 4.966], [-0.173, -0.053, -0.577], [-4.838, 4.573, 3.513], [-0.653, 1.601, 1.339]],
  "lowdin_spin": [0.00, 0.00, 0.00, 0.04, 0.06, 0.02, 0.06, 0.03, 0.00, 0.22, 0.01, 0.07, 0.00, 0.00, -0.02, 0.00, 0.03, 0.01, 0.00, 0.00, 0.00, 0.00, 0.00, 0.02, 0.00, 0.09, 0.04, 0.00, 0.00, 0.07, 0.00, 0.00, 0.00, 0.03, 0.02, 0.01, 0.23, 0.11, 0.01, 0.00, 0.00, 0.00, 0.09, 0.00, 0.00, 0.06, 0.03, 0.01, 0.05, 0.00, 0.02, 0.19, 0.01, 0.02, 0.04, 0.05, 0.00, 0.00, 0.01, 0.06, 0.33, 0.01, 0.00, 0.00, 0.01, 0.00, 0.02, 0.00, 0.02, 0.36, 0.03, 0.03, 0.00, 0.00, 0.13, 0.18, 0.00, 0.00, 0.00, 0.25, 0.01, 0.00, 0.28, 0.01, 0.00, 0.01, 0.00, 1.20, 0.00, 0.02, 0.01, -0.01, 0.03, 0.02, 0.01, 0.00, 0.20],
  "molar_mass_g_mol": 823.0,
  "spin_multiplicity": 6,
  "e_tot_ev": -68720.84854,
  "de_lowest_kcal_mol": 0.0,
  "total_charge": 2,
  "lumo_energy_ev": [-4.41, -8.72],
  "e_homo_ev": [-10.96, -13.47]
}

---

[2]
{
  "formula": "C38H53AsCl2N5OY",
  "method": "ωB97M-V with the def2-TZVPD basis set",
  "symbols": ["C", "H", "H", "C", "C", "C", "C", "H", "C", "H", "C", "H", "N", "H", "H", "H", "C", "H", "H", "H", "C", "H", "H", "C", "H", "C", "H", "C", "H", "H", "C", "O", "H", "C", "C", "H", "H", "C", "H", "H", "H", "H", "C", "H", "C", "H", "N", "C", "H", "Cl", "H", "H", "C", "C", "H", "C", "H", "H", "H", "C", "C", "C", "N", "C", "Y", "C", "H", "C", "H", "H", "H", "C", "C", "H", "Cl", "H", "N", "C", "C", "C", "H", "H", "H", "H", "H", "H", "C", "C", "C", "C", "C", "H", "As", "H", "H", "H", "H", "H", "H", "N", "H"],
  "xyz": [[0.691, -2.256, 1.254], [-0.702, -5.205, -0.747], [2.841, 2.042, 4.061], [4.127, -0.958, -2.912], [3.851, 1.866, 2.157], [-5.137, -3.483, -4.459], [1.697, 5.108, -2.604], [-0.368, 2.492, 0.628], [-2.863, -0.270, 3.411], [3.544, 0.466, 3.735], [4.037, 3.901, -1.798], [2.884, 6.873, -2.937], [-0.166, -0.641, -0.322], [-2.677, 3.868, 1.094], [-2.592, 2.115, 5.651], [4.145, -3.787, -1.555], [-2.872, -0.976, -1.762], [4.432, -4.183, 0.137], [4.376, 1.267, 0.253], [4.879, -1.741, -0.366], [-4.996, -0.652, -0.354], [-6.064, -0.799, -0.515], [-6.171, -3.589, -4.130], [1.711, 3.792, -2.195], [-4.692, -4.479, -4.495], [-2.623, -0.591, 2.076], [-4.817, 0.421, -0.266], [0.541, 1.596, 3.134], [3.355, 2.722, 1.690], [3.680, -2.027, 0.908], [3.797, -3.607, -0.538], [2.902, -1.330, -0.804], [-1.736, -2.571, 2.131], [-4.362, -2.583, -3.536], [0.398, -4.626, 1.000], [4.332, 0.066, -2.594], [2.602, -2.465, -2.496], [-0.030, -1.971, 0.078], [0.863, 3.514, 0.434], [-0.355, 1.038, 2.850], [1.046, -1.414, 1.834], [-3.496, -2.533, 2.150], [-4.223, -1.250, -1.503], [4.984, 5.765, -2.176], [2.876, 5.841, -2.615], [-0.796, -1.243, -4.494], [1.709, 0.777, 2.775], [-2.319, -1.390, -2.992], [2.022, -0.798, -2.538], [5.537, 3.181, -1.238], [4.646, 0.109, 1.418], [-2.940, -1.078, 4.132], [4.049, 5.218, -2.195], [2.858, -1.435, -2.242], [-0.852, 0.143, -3.402], [2.875, 3.061, -1.784], [1.559, -0.140, 3.173], [1.451, 3.495, 2.667], [-5.142, -3.091, -5.477], [0.904, -3.546, 1.711], [-4.931, -2.066, -2.384], [3.882, -2.143, -0.158], [4.025, 0.851, 1.122], [-2.755, 1.760, 1.535], [1.769, 0.682, -0.052], [-0.955, -0.944, -3.458], [4.979, -1.603, -2.689], [0.560, 2.923, 2.402], [2.774, -3.970, -0.436], [-2.615, -2.532, -4.771], [3.984, -0.958, -3.993], [-3.004, 2.037, 2.876], [-2.876, 2.928, 0.576], [0.762, 5.559, -2.914], [0.200, 2.886, -2.157], [-0.307, 3.511, 2.713], [2.857, 1.795, -1.411], [-2.609, -2.059, 1.724], [-3.061, -2.205, -3.837], [2.995, 1.293, 3.277], [-3.194, 3.065, 3.172], [-2.623, -2.222, 0.650], [0.543, -5.639, 1.351], [-4.739, -1.100, 0.602], [-3.898, 2.989, 0.191], [-2.228, 2.860, -0.297], [-2.501, 0.433, 1.125], [-0.301, -4.376, -0.176], [-0.502, -3.084, -0.640], [-3.035, 1.037, 3.839], [-3.295, 1.364, 5.284], [0.493, 1.783, 4.214], [-1.726, 0.237, -0.705], [-3.204, 0.478, 5.911], [-5.971, -2.287, -2.165], [-4.300, 1.769, 5.417], [1.452, -3.710, 2.632], [4.797, 2.234, 2.566], [-1.072, -2.935, -1.543], [0.577, 2.686, 0.953], [-0.156, -1.362, -2.848]],
  "lowdin_charge": [-0.10, 0.10, 0.12, -0.06, -0.25, -0.05, -0.15, 0.01, -0.02, 0.12, -0.60, 0.09, -0.37, 0.08, 0.08, 0.08, -0.29, 0.09, 0.01, 0.12, -0.04, 0.08, 0.07, -0.59, 0.08, -0.28, 0.07, -0.20, 0.10, 0.11, -0.05, -0.31, 0.08, -0.27, -0.12, 0.06, 0.12, -0.42, 0.08, 0.10, 0.06, 0.09, -0.27, 0.09, -0.14, 0.08, -0.10, -0.31, 0.09, 0.63, 0.09, 0.12, -0.15, -0.25, 0.05, -0.55, 0.09, 0.11, 0.08, -0.11, -0.02, -0.26, -0.05, -0.32, 1.34, -0.08, 0.07, -0.22, 0.07, 0.12, 0.09, -0.04, -0.09, 0.09, 0.65, 0.11, -0.22, -0.05, -0.02, -0.20, 0.12, 0.06, 0.10, 0.06, 0.09, 0.00, -0.29, -0.08, -0.05, -0.28, -0.05, 0.12, 1.28, 0.07, 0.11, 0.08, 0.10, 0.12, 0.09, -0.03, 0.04],
  "molar_mass_g_mol": 830.6,
  "spin_multiplicity": 1,
  "e_tot_ev": -136693.59423,
  "de_lowest_kcal_mol": 39.9,
  "lumo_energy_ev": 0.10,
  "e_homo_ev": -5.97
}

---

[3]
{
  "formula": "C38H53BrCdNP3",
  "method": "ωB97M-V with the def2-TZVPD basis set",
  "symbols": ["C", "C", "C", "H", "H", "C", "H", "H", "H", "C", "N", "C", "H", "C", "H", "C", "Cd", "H", "C", "C", "H", "H", "H", "P", "H", "H", "H", "C", "C", "C", "H", "H", "H", "C", "C", "H", "H", "H", "C", "H", "C", "H", "C", "H", "H", "H", "P", "H", "C", "H", "H", "H", "H", "C", "H", "C", "H", "H", "C", "C", "C", "C", "H", "C", "C", "C", "C", "H", "C", "H", "H", "H", "H", "P", "C", "C", "H", "C", "H", "H", "H", "C", "Br", "C", "C", "C", "H", "H", "H", "H", "H", "H", "H", "H", "H", "H", "C"],
  "xyz": [[1.099, -1.358, -3.275], [2.539, 4.518, -2.479], [2.487, -0.736, -3.046], [1.953, -1.491, 2.604], [-1.313, 1.171, 3.125], [5.525, -4.454, -4.348], [-0.506, -4.208, -2.349], [-4.336, -3.954, 3.670], [-1.502, -1.694, -5.576], [6.169, -2.522, -5.422], [6.269, -3.838, -5.258], [0.271, -1.066, -4.392], [-0.733, 3.568, -1.795], [1.233, -2.161, 2.115], [5.333, -0.661, -4.788], [-0.336, -3.266, -2.841], [1.493, 0.531, -1.696], [0.289, -2.532, 4.668], [-0.134, -1.542, 4.833], [5.318, -1.736, -4.621], [0.003, -1.719, 6.972], [3.452, -2.221, -1.733], [1.848, 3.965, -3.136], [-0.411, -1.321, 2.009], [-5.026, 0.635, -2.233], [6.796, -2.104, -6.225], [-4.288, 0.715, -3.854], [-0.532, -0.748, 3.745], [-0.832, 0.193, 6.378], [-1.199, 1.002, 5.296], [-0.962, 0.546, 7.404], [-1.372, 2.941, 0.212], [-2.959, 2.839, 2.085], [2.208, 4.294, -0.997], [-3.347, 2.607, 1.085], [1.228, -2.546, -1.458], [-1.829, 1.214, 0.310], [5.587, -5.542, -4.277], [-0.861, -1.848, -4.703], [0.659, 3.425, 1.170], [-2.619, -2.839, 2.974], [-1.613, 1.999, 5.472], [0.697, -2.421, -2.417], [-2.385, 5.296, -2.313], [1.936, 4.107, 3.027], [1.276, 1.847, 1.681], [2.283, 2.545, -0.390], [-2.648, -0.082, -1.360], [-2.826, 0.571, -2.230], [-3.169, 4.307, -3.561], [1.584, -2.382, 1.096], [2.814, 4.973, -0.377], [1.176, -3.097, 2.687], [-2.208, 2.230, 0.119], [0.503, -0.151, -4.952], [3.992, 1.968, 0.075], [-4.075, 1.791, 1.193], [4.106, -4.317, -2.739], [-3.482, -3.934, 2.990], [4.486, -2.345, -3.615], [2.516, 3.564, 2.266], [-1.297, -2.794, -3.776], [1.163, 4.610, -0.817], [-1.495, -2.801, 2.128], [-2.141, -4.972, 1.264], [-1.270, -3.876, 1.249], [-1.536, 3.288, -2.501], [3.567, 4.220, -2.732], [1.577, 2.831, 1.290], [2.818, 0.108, -3.684], [-1.927, -5.816, 0.603], [-2.827, -1.992, 3.619], [4.567, 2.760, 0.581], [-2.785, 2.296, -1.612], [4.664, -3.751, -3.489], [-0.290, -1.078, 6.140], [-0.408, -3.881, 0.570], [-2.204, 4.544, -3.093], [3.147, 4.315, 1.769], [4.094, 0.899, 2.005], [-4.313, -0.815, -2.962], [3.972, 0.693, 0.934], [-3.027, -2.834, -3.175], [-3.242, -5.014, 2.130], [-1.042, 0.543, 3.982], [3.498, -1.710, -2.717], [-1.566, 5.002, -3.858], [-3.896, 3.494, 0.738], [3.174, 2.874, 2.812], [-3.901, -5.886, 2.137], [-1.101, 2.654, -3.288], [4.792, 0.021, 0.650], [3.038, 0.130, 0.813], [4.499, 1.771, -0.882], [-2.006, 0.424, -2.952], [2.449, 5.587, -2.734], [-4.198, 0.270, -2.856]],
  "lowdin_charge": [-0.36, -0.15, -0.31, 0.04, 0.07, -0.09, 0.11, 0.12, 0.13, -0.10, 0.09, -0.04, 0.03, -0.31, 0.11, -0.10, 1.33, 0.11, -0.09, 0.02, 0.11, 0.12, 0.06, 0.96, 0.07, 0.13, 0.08, -0.43, -0.06, -0.08, 0.11, 0.04, 0.06, -0.39, -0.16, 0.10, 0.03, 0.13, -0.09, 0.07, -0.09, 0.11, -0.07, 0.08, 0.09, 0.06, 0.87, 0.06, -0.45, 0.07, 0.00, 0.10, 0.05, -0.45, 0.12, -0.40, 0.08, 0.12, -0.06, -0.17, -0.12, -0.67, 0.08, -0.40, -0.08, -0.12, -0.46, 0.07, -0.40, 0.09, 0.11, 0.10, 0.10, 0.96, 0.01, -0.06, 0.08, -0.17, 0.07, 0.08, -0.04, -0.15, 0.98, -0.07, -0.12, 0.04, 0.07, 0.07, 0.08, 0.11, 0.06, 0.08, 0.02, 0.07, 0.05, 0.09, -0.20],
  "molar_mass_g_mol": 809.1,
  "spin_multiplicity": 1,
  "e_tot_ev": -144209.51633,
  "total_charge": 2,
  "lumo_energy_ev": [-8.09, -8.09],
  "e_homo_ev": [-12.01, -12.01]
}

---

[4]
{
  "formula": "C38H53N4OP2PdS",
  "method": "ωB97M-V with the def2-TZVPD basis set",
  "symbols": ["N", "H", "P", "H", "H", "C", "C", "C", "C", "H", "C", "C", "H", "H", "H", "H", "C", "C", "C", "H", "C", "H", "H", "H", "H", "H", "C", "C", "C", "H", "C", "C", "Pd", "C", "H", "C", "H", "H", "H", "C", "C", "H", "H", "H", "N", "C", "C", "H", "H", "H", "H", "C", "H", "O", "C", "N", "H", "H", "C", "S", "C", "H", "H", "H", "H", "H", "C", "H", "H", "H", "C", "H", "H", "N", "C", "H", "C", "C", "C", "H", "C", "C", "H", "H", "H", "H", "H", "C", "C", "C", "H", "H", "P", "C", "H", "H", "H", "C", "H", "H"],
  "xyz": [[1.998, 1.533, 1.848], [5.436, 2.151, 4.656], [-1.845, 0.460, 1.747], [-4.464, -0.406, 3.338], [0.033, 3.327, 1.427], [0.499, -1.365, 1.404], [-3.434, -0.550, 1.381], [-0.386, 1.278, 4.009], [-1.923, -0.636, 4.356], [6.171, -0.265, 4.518], [4.923, 1.430, 4.029], [3.489, -0.388, 2.405], [-1.220, -1.385, 3.966], [3.755, 1.078, -3.837], [1.700, 2.710, -0.378], [-4.719, -0.962, -0.299], [-3.880, -0.289, -0.062], [-1.755, -2.368, -1.690], [1.600, -2.631, -2.404], [2.998, -2.292, -0.134], [1.910, 2.819, 2.139], [2.293, 2.086, -3.957], [3.814, 2.782, -3.381], [-0.109, -0.482, -2.986], [-1.054, 2.330, -4.133], [-2.836, 2.742, 1.505], [3.400, -1.301, -3.437], [-2.084, 3.350, -2.495], [-4.189, -4.764, -4.128], [0.832, 0.819, -3.719], [5.315, 0.089, 3.944], [-3.706, -2.605, -3.144], [0.207, 0.169, 0.394], [2.127, 2.860, -1.372], [2.891, -1.066, 1.794], [4.609, -0.802, 3.126], [-1.428, -4.945, -2.118], [1.014, 4.627, 2.024], [-2.828, -2.289, 2.593], [3.186, 1.878, -3.355], [4.150, 1.413, -1.073], [-3.012, 4.030, -0.650], [-2.836, -6.382, -3.607], [4.126, -2.835, -1.394], [-1.013, -1.751, -1.021], [-2.795, 1.736, 4.129], [-4.615, -0.161, 2.281], [-2.941, -1.039, 4.306], [-0.313, 1.333, 5.107], [-2.677, 2.704, 3.628], [4.272, -1.197, -0.721], [-3.082, -5.326, -3.479], [3.941, 1.159, -0.023], [0.572, -2.383, 1.947], [-1.762, 0.716, 3.637], [-0.839, 1.469, -0.901], [-3.930, -1.546, -2.992], [-4.224, 0.744, -0.201], [-2.589, -3.169, -2.502], [3.178, 3.487, 3.158], [-0.595, 1.482, -2.221], [1.043, -2.909, -1.505], [0.883, -2.378, -3.194], [4.707, 2.362, -1.079], [3.730, -2.292, -3.785], [0.436, 0.651, 3.649], [2.609, -1.507, -2.140], [-3.832, 1.409, 4.013], [2.160, -3.519, -2.738], [4.810, 0.651, -1.510], [0.405, 0.464, -2.775], [-2.623, 1.892, 5.205], [-0.242, 2.292, 3.622], [0.954, 3.677, 1.683], [3.834, 1.862, 3.280], [-5.375, -2.975, -4.453], [-3.123, -2.043, 1.566], [-2.285, -4.532, -2.655], [2.856, 1.605, -1.877], [-3.083, -0.492, -0.779], [-4.506, -3.410, -3.957], [3.555, -1.970, -1.023], [4.308, -0.704, -3.293], [-4.037, -2.612, 1.335], [-1.687, -0.485, 5.421], [2.852, 3.686, -1.295], [1.326, 3.176, -2.054], [-1.785, 2.296, -0.328], [3.094, 0.953, 2.483], [-2.155, 2.045, 1.023], [-2.335, -2.379, 0.885], [2.787, -0.868, -4.238], [1.734, 0.085, -1.552], [-1.247, 2.387, -3.062], [4.928, -1.840, 3.051], [-4.871, 0.902, 2.184], [-5.490, -0.740, 1.944], [-2.344, 3.323, -1.136], [-2.536, 4.111, -3.131], [-4.813, -5.387, -4.768]],
  "lowdin_spin": [0.00, 0.00, 0.17, 0.00, 0.01, 0.06, 0.06, 0.00, 0.00, 0.00, 0.00, 0.00, 0.00, 0.00, 0.00, 0.00, 0.00, 0.00, 0.00, 0.00, 0.00, 0.00, 0.00, 0.00, 0.01, 0.02, 0.00, -0.01, 0.00, 0.00, 0.00, 0.00, 0.60, 0.00, 0.00, 0.00, 0.00, 0.00, 0.00, 0.01, 0.00, 0.00, 0.00, 0.00, 0.00, 0.01, 0.01, 0.00, 0.00, 0.00, 0.00, 0.00, 0.00, 0.00, 0.02, 0.15, 0.00, 0.00, 0.00, 0.00, 0.00, 0.00, 0.00, 0.00, 0.00, 0.00, 0.01, 0.00, 0.00, 0.00, 0.00, 0.00, 0.00, 0.01, 0.00, 0.00, 0.01, 0.00, 0.02, 0.00, 0.00, 0.00, 0.00, 0.00, 0.00, 0.00, 0.00, 0.03, 0.00, 0.46, 0.00, 0.00, 0.07, 0.13, 0.00, 0.00, 0.00, 0.12, 0.00, 0.00],
  "molar_mass_g_mol": 782.3,
  "spin_multiplicity": 3,
  "e_tot_ev": -81162.16144,
  "total_charge": 1,
  "lumo_energy_ev": [-2.10, -4.39],
  "e_homo_ev": [-8.22, -10.17]
}